[1]
17
Properties=species:S:1:pos:R:3 method="wB97M-V/def2-TZVPD" e_above_lowest_ev=4.462 charge=+1
C 1.761 -0.140 0.151
C -0.217 -1.276 -0.631
C -1.239 -0.421 -0.501
C -2.003 -0.246 0.759
N 2.518 -1.049 0.211
N 1.335 1.070 0.299
N 0.322 1.632 -0.482
H 0.245 -1.475 -1.584
H 0.019 -1.959 0.168
H -1.589 0.151 -1.349
H -2.965 -0.751 0.658
H -2.221 0.803 0.947
H -1.485 -0.683 1.610
H 3.490 -1.288 0.117
H 1.357 1.423 1.256
H 0.577 1.643 -1.467
H 0.095 2.566 -0.161


[2]
36
Properties=species:S:1:pos:R:3 method="wB97M-V/def2-TZVPD" e_tot_ha=-1071.71748 charge=+4
Ta 0.055 -0.003 0.061
O -0.546 1.937 -3.477
C -0.011 1.527 -2.523
N -0.678 0.499 -1.625
C -2.080 0.180 -1.962
C -2.803 0.340 -0.660
C -4.153 0.502 -0.552
C -4.731 0.568 0.720
C -3.918 0.460 1.859
C -2.574 0.307 1.712
N -1.978 0.240 0.459
C 1.304 1.863 -1.950
C 2.228 2.618 -2.615
C 3.503 2.762 -2.041
C 3.785 2.126 -0.835
C 2.795 1.411 -0.194
N 1.546 1.270 -0.731
H -2.120 -0.856 -2.316
H -2.447 0.820 -2.766
H -4.762 0.573 -1.446
H -5.802 0.708 0.823
H -4.341 0.511 2.855
H -1.922 0.257 2.568
H 1.977 3.060 -3.573
H 4.264 3.349 -2.545
H 4.767 2.192 -0.382
H 2.986 0.939 0.760
N 2.089 1.545 4.085
N 1.394 0.586 3.518
N 1.071 -0.510 4.190
C 0.414 -1.247 3.314
N 0.344 -0.598 2.135
N 0.998 0.575 2.276
H 2.283 1.412 5.076
H 2.111 2.455 3.645
H 0.003 -2.226 3.529


[3]
5
Properties=species:S:1:pos:R:3 method="wB97M-V/def2-TZVPD" multiplicity=3 e_above_lowest_ev=0.584 s2=2.004
Si 1.075 0.175 -0.791
Cl 0.967 1.266 -2.348
Cl 1.010 -2.995 -1.076
I 3.095 0.272 0.377
H -0.129 0.377 -0.056


[4]
90
Properties=species:S:1:pos:R:3 method="wB97M-V/def2-TZVPD" multiplicity=2 e_above_lowest_ev=0.000 charge=+3 s2=0.752
Ir 0.329 0.952 0.530
C 0.058 5.439 3.633
N -0.289 4.117 3.103
C -1.342 3.359 3.521
C -1.335 2.220 2.773
N -0.282 2.290 1.903
C 0.344 3.445 2.116
P 1.762 4.078 1.190
C 1.101 3.668 -0.464
N 0.491 2.529 -0.801
C 0.109 2.658 -2.108
C 0.488 3.883 -2.563
N 1.105 4.510 -1.518
C 1.711 5.841 -1.588
C 2.877 2.645 1.347
N 2.501 1.379 1.182
C 3.618 0.610 1.339
C 4.678 1.424 1.618
N 4.200 2.704 1.621
C 5.014 3.900 1.840
H -0.505 5.596 4.548
H -0.203 6.213 2.915
H 1.119 5.485 3.861
H -2.005 3.683 4.305
H -2.002 1.376 2.805
H -0.417 1.886 -2.639
H 0.369 4.352 -3.525
H 1.123 6.457 -2.262
H 2.732 5.769 -1.958
H 1.710 6.297 -0.602
H 3.598 -0.462 1.254
H 5.715 1.206 1.808
H 5.736 3.698 2.625
H 4.376 4.722 2.152
H 5.538 4.170 0.925
O 2.708 0.473 -1.731
C 1.800 -0.118 -2.154
O 0.715 -0.554 -1.111
C 1.343 -0.557 -3.471
C 2.065 -0.318 -4.633
C 1.512 -0.739 -5.833
C 0.269 -1.367 -5.868
C -0.450 -1.611 -4.701
C 0.105 -1.202 -3.503
P -0.449 -1.460 -1.837
C -0.203 -3.132 -1.304
C 0.873 -3.453 -0.474
C 1.099 -4.780 -0.139
C 0.265 -5.775 -0.637
C -0.806 -5.452 -1.462
C -1.047 -4.130 -1.797
C -2.103 -0.920 -1.581
C -2.927 -1.611 -0.681
C -4.250 -1.232 -0.529
C -4.761 -0.181 -1.278
C -3.960 0.482 -2.206
C -2.641 0.109 -2.368
H 3.026 0.179 -4.596
H 2.051 -0.576 -6.756
H -0.144 -1.674 -6.820
H -1.412 -2.104 -4.741
H 1.532 -2.682 -0.097
H 1.932 -5.039 0.501
H 0.455 -6.809 -0.382
H -1.452 -6.229 -1.846
H -1.893 -3.883 -2.427
H -2.574 -2.469 -0.122
H -4.877 -1.779 0.162
H -5.798 0.108 -1.163
H -4.377 1.270 -2.817
H -2.050 0.588 -3.138
O -3.987 -4.445 0.395
C -3.314 -4.989 1.528
N -2.215 -4.117 1.829
C -2.234 -3.280 2.907
O -3.077 -3.281 3.770
C -1.065 -2.335 3.007
C -0.357 -2.195 4.195
C 0.627 -1.224 4.262
C 0.843 -0.401 3.173
N 0.148 -0.516 2.029
C -0.781 -1.482 1.962
H -4.735 -5.016 0.181
H -2.944 -5.992 1.310
H -3.962 -5.013 2.403
H -1.395 -4.146 1.243
H -0.591 -2.825 5.043
H 1.214 -1.080 5.159
H 1.578 0.389 3.211
H -1.354 -1.528 1.046


[5]
9
Properties=species:S:1:pos:R:3 method="wB97M-V/def2-TZVPD" e_above_lowest_ev=3.603
C -1.303 -0.112 -0.792
C -0.693 -0.082 0.372
F 1.528 0.658 2.129
Si 0.945 0.700 0.619
Br 2.004 -2.693 -0.118
Br 1.512 2.424 -0.710
H -2.189 -0.750 -1.228
H -0.774 0.325 -1.598
H -1.030 -0.471 1.325